# 1
Entry from the OMol25 dataset: an isolated ion of composition C3H9N2 and charge +1 in a non-equilibrium geometry (ωB97M-V/def2-TZVPD).

Computed properties:
Structure (SMILES): CN1C[C@H]1[NH3+]
Electronic energy in eV: -6228.238
Energy relative to the best compared isomer or geometry (same formula, charge and spin) in kcal per mole: 64.8

```
! RIJCOSX wB97M-V def2-TZVPD def2/J DEFGRID3
* xyz 1 1
H -0.63620 -2.51732 0.88883
H -1.94040 0.85269 -0.04671
H -1.64983 -0.16071 -1.58680
C -1.20789 0.27502 -0.58231
N 0.70169 1.64868 0.39353
H 0.80698 0.37598 -1.35840
N -0.38750 -0.50957 0.35990
H -0.11667 -2.19693 -0.75814
C -0.05491 -1.86777 0.29146
H 1.75044 1.60704 0.23863
C 0.25761 0.54548 -0.43423
H 0.49851 2.69039 0.17639
H 1.01577 -2.06215 0.53492
H 0.49820 1.44746 1.46059
*
```

=====

# 2
Entry from the OMol25 dataset: an isolated ion of composition C3H9N2 and charge +1 in a non-equilibrium geometry (ωB97M-V/def2-TZVPD).

Computed properties:
Structure (SMILES): C/C([NH3+])=C\N
Electronic energy in eV: -6229.108
Energy relative to the best compared isomer or geometry (same formula, charge and spin) in kcal per mole: 44.7

```
! RIJCOSX wB97M-V def2-TZVPD def2/J DEFGRID3
* xyz 1 1
H -0.95266 -1.62501 1.40522
H -1.02612 -0.16155 -1.82570
C -0.20967 -0.08308 0.24991
H 0.20584 -0.84979 2.24037
H 0.67449 -1.79571 1.01693
N -0.05998 -1.14245 1.29208
H -1.62714 -1.19795 -0.70624
H -2.22571 0.39733 -0.62821
H 2.15512 1.94483 -0.83526
N 1.38875 1.29577 -0.93696
C 0.89070 0.75932 0.17231
H 0.83577 1.39353 -1.77101
H 1.23782 1.21584 1.09306
C -1.28721 -0.15109 -0.76651
*
```

=====

Q: Number 1 is which compound?
A: C3H9N2

=====

Q: Which of these has the lowest energy relative to the best compared isomer or geometry (same formula, charge and spin)?
A: number 2